A 2-piece molecular cluster, C2H3IO overall. Source: the OMol25 dataset; level of theory: ωB97M-V/def2-TZVPD.

Computed properties:
LUMO level (alpha / beta), eV: -0.73 / -0.89
Kohn-Sham gap (alpha / beta), eV: 8.17 / 8.58
Energy relative to the best compared isomer or geometry (same formula, charge and spin), kcal per mole: 125.40

Positions of all 7 atoms, in Å:
1 C 0.6582 -0.1891 0.5556
2 C -0.3708 -0.1573 -0.4216
3 O 0.2234 -1.3370 -0.2584
4 I -2.3909 0.1641 0.0145
5 H 1.4525 0.4194 0.2260
6 H 0.4478 -0.2163 1.7004
7 H -0.0202 1.3163 -1.8164



C3H4AuO3 as an isolated structure. Source: the OMol25 dataset; level of theory: ωB97M-V/def2-TZVPD.

Computed properties:
Net charge: +1
Multiplicity: 3
LUMO level (alpha / beta), eV: -4.25 / -9.81
Kohn-Sham gap (alpha / beta), eV: 10.80 / 6.70
Energy relative to the best compared isomer or geometry (same formula, charge and spin), kcal per mole: 11.95

Positions of all 11 atoms, in Å:
1 O 1.6434 -0.1033 1.4565
2 C 1.1067 0.7676 2.2890
3 O 1.6423 1.1280 3.3433
4 C -0.6030 -1.1607 -1.4037
5 C -0.8659 0.1286 -1.6866
6 O -0.0447 1.2459 1.8544
7 Au 0.1306 0.0891 0.4533
8 H -1.3491 -1.7976 -0.9199
9 H 0.3360 -1.6264 -1.7163
10 H -0.1575 0.7632 -2.2263
11 H -1.8390 0.5657 -1.4439



C33H36BN6O4Se2TaTe2 as an isolated structure. Source: the OMol25 dataset; level of theory: ωB97M-V/def2-TZVPD.

Computed properties:
Net charge: +2
LUMO level, eV: -6.73
Kohn-Sham gap, eV: 5.70
Energy relative to the best compared isomer or geometry (same formula, charge and spin), kcal per mole: 4.68

Positions of all 85 atoms, in Å:
1 Ta -0.2100 0.0278 -0.1888
2 C 1.2305 -3.3645 2.9605
3 O -0.0485 -2.7817 3.3776
4 C -0.3420 -1.8953 2.4406
5 N 0.3879 -1.8046 1.4065
6 C 1.4168 -2.8630 1.5083
7 C 1.2199 -3.9547 0.4849
8 C 2.3216 -4.4786 -0.1807
9 C 2.1627 -5.5365 -1.0682
10 C 0.9029 -6.0765 -1.2888
11 C -0.1989 -5.5583 -0.6216
12 C -0.0387 -4.5009 0.2630
13 C -1.4803 -1.0074 2.6446
14 C -2.3767 -1.1212 3.6992
15 C -3.3778 -0.1738 3.8195
16 C -3.4176 0.8810 2.9114
17 C -2.4792 0.9039 1.9004
18 N -1.5493 -0.0380 1.7423
19 C -2.3561 1.9802 0.9178
20 N -1.5243 1.8955 -0.0657
21 C -1.7353 3.1085 -0.8941
22 C -2.5601 4.0077 0.0453
23 O -3.0642 3.0681 1.0568
24 C -2.4627 2.7910 -2.1792
25 C -3.2930 1.6839 -2.3106
26 C -4.0003 1.4754 -3.4913
27 C -3.8897 2.3790 -4.5371
28 C -3.0839 3.5028 -4.3962
29 C -2.3774 3.7090 -3.2221
30 H 1.1436 -4.4433 3.0311
31 H 1.9897 -2.9961 3.6463
32 H 2.3975 -2.4132 1.3662
33 H 3.3069 -4.0601 -0.0049
34 H 3.0254 -5.9455 -1.5783
35 H 0.7810 -6.9058 -1.9731
36 H -1.1817 -5.9808 -0.7836
37 H -0.9063 -4.1016 0.7787
38 H -2.2698 -1.9361 4.4019
39 H -4.1032 -0.2376 4.6191
40 H -4.1499 1.6735 2.9848
41 H -0.7660 3.5543 -1.1094
42 H -3.4169 4.4682 -0.4339
43 H -1.9670 4.7474 0.5780
44 H -3.4051 0.9803 -1.4928
45 H -4.6462 0.6113 -3.5837
46 H -4.4392 2.2176 -5.4549
47 H -3.0083 4.2201 -5.2031
48 H -1.7579 4.5931 -3.1141
49 Se -2.1365 -1.5017 -0.6912
50 Te -1.0576 -0.7693 -2.8348
51 Te 1.0210 -2.5129 -2.7646
52 Se 2.0141 -0.8914 -1.1210
53 N 1.2369 2.6975 4.7873
54 C 1.6212 2.2558 3.5692
55 C 0.7407 1.5981 2.6973
56 N 1.1374 1.1842 1.4968
57 C 2.4023 1.4185 1.1408
58 C 3.2654 2.0568 2.0194
59 N 2.8910 2.4712 3.2163
60 H 0.3144 2.5501 5.1499
61 H 1.9238 3.1443 5.3707
62 H -0.2785 1.4221 3.0050
63 H 2.7363 1.1355 0.1568
64 H 4.2941 2.2346 1.7302
65 C 2.6728 1.6183 -4.5555
66 C 1.6869 2.3948 -3.7034
67 C 0.8855 3.3427 -4.5728
68 O 0.7375 1.4194 -3.1508
69 B 0.6805 1.5502 -1.7854
70 O 1.4355 2.6083 -1.3415
71 C 2.3171 3.0633 -2.4126
72 C 3.7125 2.5638 -2.0805
73 C 2.3045 4.5800 -2.4161
74 H 2.1431 1.1750 -5.3990
75 H 3.1492 0.8177 -3.9916
76 H 3.4427 2.2814 -4.9518
77 H 0.3562 2.7624 -5.3291
78 H 1.5441 4.0490 -5.0798
79 H 0.1504 3.9026 -4.0018
80 H 3.7400 1.4772 -1.9920
81 H 4.0259 3.0051 -1.1328
82 H 4.4285 2.8673 -2.8433
83 H 1.2956 4.9784 -2.5114
84 H 2.9068 4.9708 -3.2373
85 H 2.7317 4.9450 -1.4818



C14H32ClCsN5O8P2S as an isolated structure. Source: the OMol25 dataset; level of theory: ωB97M-V/def2-TZVPD.

Computed properties:
Net charge: -1
LUMO level, eV: 1.92
Kohn-Sham gap, eV: 5.62
Energy relative to the best compared isomer or geometry (same formula, charge and spin), kcal per mole: 11.00

Positions of all 64 atoms, in Å:
1 Cs 1.2529 0.7360 2.3270
2 S 3.7232 2.4210 1.1554
3 C 3.3544 4.0968 1.2272
4 C 4.4441 4.9846 1.1866
5 C 4.2299 6.3513 1.2812
6 C 2.9691 6.8770 1.3546
7 C 1.9551 5.9434 1.3223
8 N 2.0784 4.6344 1.2449
9 H 5.4359 4.5914 1.0469
10 H 5.0934 7.0066 1.3413
11 H 2.7892 7.9522 1.5542
12 H 0.9346 6.3220 1.2597
13 O -0.9633 -1.6416 6.2150
14 Cl -1.0594 -0.5665 5.2842
15 O -0.9592 0.6043 6.1265
16 O 0.1118 -0.5726 4.3971
17 O -2.3189 -0.5592 4.5314
18 C -2.6392 -3.8687 -1.0285
19 N -1.4749 -3.4147 -0.3019
20 C -0.9310 -4.3421 0.6360
21 P -1.0574 -1.8019 -0.3324
22 O 0.3059 -1.6576 0.2697
23 O -1.1989 -1.5455 -1.9004
24 P -0.2396 -0.6095 -2.8304
25 O 0.0485 0.7758 -2.3951
26 N -1.1565 -0.5597 -4.1806
27 C -0.9371 0.4906 -5.1745
28 C -2.1847 -1.5469 -4.4566
29 N 1.1232 -1.6598 -2.9693
30 C 0.8890 -3.0927 -3.2931
31 C 2.4162 -1.1265 -3.4014
32 N -2.3159 -0.9375 0.2751
33 C -3.3930 -0.2817 -0.4874
34 C -2.3744 -0.8517 1.7597
35 H -2.4113 -4.6619 -1.7470
36 H -2.9951 -3.0713 -1.6383
37 H -3.4579 -4.1025 -0.3163
38 H -0.2488 -5.0818 0.2051
39 H -1.8073 -4.8364 1.0617
40 H -0.3881 -3.8584 1.4774
41 H -0.0658 1.0812 -4.8697
42 H -1.7739 1.2295 -5.2134
43 H -0.7329 0.0513 -6.1912
44 H -2.1497 -2.3826 -3.7406
45 H -2.0343 -1.9767 -5.4831
46 H -3.2141 -1.1414 -4.4172
47 H -0.1668 -3.3164 -3.4457
48 H 1.2825 -3.7577 -2.4789
49 H 1.3705 -3.3971 -4.2497
50 H 2.2401 -0.2479 -4.0842
51 H 2.9838 -1.8898 -3.9276
52 H 3.0925 -0.8268 -2.5998
53 H -3.1803 -0.3765 -1.5597
54 H -3.5652 0.7920 -0.2723
55 H -4.3631 -0.7941 -0.3151
56 H -1.6221 -1.5510 2.1869
57 H -3.3872 -1.0697 2.1040
58 H -2.0926 0.1782 2.0214
59 C 2.1139 2.0645 5.8208
60 O 0.9297 2.1498 5.0332
61 H 2.6228 1.0744 5.6914
62 H 1.9190 2.1892 6.8764
63 H 2.8601 2.8415 5.5480
64 H 0.2899 1.5375 5.4793



C6H11N in the gas phase. Source: the OMol25 dataset; level of theory: ωB97M-V/def2-TZVPD.

Computed properties:
LUMO level, eV: 0.99
Kohn-Sham gap, eV: 8.28
Energy relative to the best compared isomer or geometry (same formula, charge and spin), kcal per mole: 94.39
SMILES: C/C=C/C(C)=C/N

Positions of all 18 atoms, in Å:
1 C 0.4487 -0.3523 -1.9640
2 N 1.5361 2.0515 -0.7959
3 C 0.1511 1.7433 -0.7496
4 C -0.3387 0.5070 -0.9202
5 C -1.0786 -0.4390 -0.0129
6 C -0.3692 -1.0492 1.0013
7 C -0.9712 -1.3032 2.3820
8 H -0.0040 -1.3257 -1.8065
9 H 1.4785 -0.5426 -1.6781
10 H 0.2427 0.0922 -2.9109
11 H 1.8048 2.7070 -0.0588
12 H 2.1531 1.2356 -0.7118
13 H -0.4187 2.6569 -0.7576
14 H -2.1499 -0.6925 -0.1280
15 H 0.7349 -1.2661 0.7903
16 H -2.0490 -1.0641 2.3858
17 H -0.4676 -0.6754 3.1125
18 H -0.7029 -2.2831 2.8224



energy relative to the best compared isomer or geometry (same formula, charge and spin) of number 4 (C14H32ClCsN5O8P2S)? 11.00 kcal per mole



The lowest energy relative to the best compared isomer or geometry (same formula, charge and spin) belongs to which entry? C33H36BN6O4Se2TaTe2



Which of these has the highest energy relative to the best compared isomer or geometry (same formula, charge and spin)? C2H3IO



The highest energy relative to the best compared isomer or geometry (same formula, charge and spin) belongs to which entry? C2H3IO